# 1
C26H48N9O11 | ωB97M-V/def2-TZVPD

CARTESIAN COORDINATES (ANGSTROEM)
C (-1.376, -3.548, -0.095)
C (-1.563, -2.455, -1.098)
C (-1.505, -1.013, -0.634)
C (-0.127, -0.603, -0.177)
C (0.840, -0.638, -1.339)
C (0.801, -2.002, -2.179)
N (-0.504, -2.674, -2.132)
O (-0.755, -3.639, -2.986)
C (1.801, -3.006, -1.587)
C (1.112, -1.689, -3.697)
C (-3.042, -2.588, -1.747)
H (-1.951, -3.566, 0.803)
H (-0.421, -3.449, 0.381)
H (-1.787, -4.485, -0.339)
H (-2.388, -0.847, -0.088)
H (-1.830, -0.322, -1.384)
H (0.256, -1.246, 0.436)
H (-0.118, 0.346, 0.331)
H (1.914, -0.311, -1.046)
H (0.478, 0.299, -2.076)
H (2.768, -2.388, -1.695)
H (2.001, -3.995, -2.184)
H (1.680, -3.377, -0.538)
H (0.255, -1.440, -3.993)
H (1.492, -2.655, -4.058)
H (1.831, -0.966, -3.831)
H (-3.214, -1.834, -2.460)
H (-3.839, -2.689, -0.827)
H (-3.168, -3.795, -2.200)
N (4.712, 0.959, -0.110)
C (4.993, 0.137, -1.190)
C (4.309, 0.795, -2.416)
C (3.719, 2.032, -1.962)
C (3.914, 2.052, -0.458)
H (4.936, 0.944, 0.742)
H (5.804, -0.640, -1.046)
H (4.331, 0.281, -3.491)
H (2.990, 2.679, -2.349)
H (3.726, 2.793, 0.372)
N (-0.774, 2.876, -3.071)
C (0.012, 2.496, -4.114)
C (-0.780, 1.491, -4.881)
C (-1.988, 1.072, -4.050)
C (-1.894, 2.024, -2.904)
H (-0.409, 3.576, -2.525)
H (0.928, 3.057, -4.245)
H (-0.625, 0.748, -5.809)
H (-2.725, 0.302, -4.251)
H (-2.599, 2.366, -2.295)
N (0.613, 6.039, -1.218)
C (-0.728, 5.996, -0.699)
C (-0.883, 4.689, -0.119)
C (0.494, 4.062, -0.268)
C (1.404, 4.930, -1.002)
H (0.832, 6.797, -1.731)
H (-1.367, 6.747, -0.765)
H (-1.765, 4.313, 0.235)
H (0.611, 3.113, 0.209)
H (2.402, 4.968, -1.305)
C (2.887, -5.182, 2.381)
N (3.564, -4.013, 1.995)
O (2.896, -2.959, 2.049)
O (4.634, -4.068, 1.357)
H (3.662, -5.725, 2.824)
H (2.367, -5.619, 1.728)
H (2.110, -5.067, 3.254)
C (-2.921, -0.611, 4.627)
N (-2.841, -1.521, 3.489)
O (-3.456, -1.309, 2.409)
O (-2.070, -2.573, 3.566)
H (-2.784, 0.409, 4.288)
H (-2.100, -0.808, 5.201)
H (-3.889, -0.846, 5.032)
C (-5.226, 0.740, 0.901)
N (-5.221, 0.888, -0.612)
O (-6.316, 1.080, -1.223)
O (-4.127, 0.688, -1.164)
H (-4.211, 1.080, 1.493)
H (-5.407, -0.291, 0.903)
H (-6.152, 1.311, 1.405)
C (0.087, 3.391, 3.654)
N (-0.053, 2.190, 2.721)
O (0.986, 1.591, 2.447)
O (-1.101, 2.040, 2.264)
H (0.128, 4.130, 3.029)
H (0.850, 3.478, 4.415)
H (-0.840, 3.461, 4.220)
C (1.022, -1.218, 4.029)
N (2.225, -1.438, 4.889)
O (2.526, -2.632, 5.160)
O (2.724, -0.446, 5.318)
H (0.404, -0.341, 4.245)
H (0.400, -2.081, 3.878)
H (1.412, -0.848, 2.982)

Output
- LUMO energy (eV) = -5.729
- highest occupied orbital energy (eV) = -10.04
- charge = +1
- spin multiplicity = 1
- gap between HOMO and LUMO (eV) = 4.3

---

# 2
C46H50BrF6O6P | ωB97M-V/def2-TZVPD

CARTESIAN COORDINATES (ANGSTROEM)
C (-0.844, 5.488, -1.447)
C (0.417, 5.701, -0.608)
O (1.407, 6.097, -1.117)
O (0.374, 5.471, 0.743)
C (0.873, 4.149, 1.094)
C (-0.166, 3.451, 1.995)
C (-0.621, 2.045, 1.534)
C (-0.849, 1.899, 0.001)
C (0.305, 1.020, -0.586)
C (0.075, 0.899, -2.103)
C (1.314, 0.436, -2.950)
C (2.626, 0.296, -2.196)
O (2.666, -1.007, -1.533)
P (3.414, -0.971, -0.125)
O (2.512, -0.618, 0.962)
O (3.936, -2.470, 0.177)
O (4.726, 0.010, -0.148)
Br (4.501, 1.428, 1.012)
H (-0.636, 4.656, -2.124)
H (-1.113, 6.402, -1.974)
H (-1.647, 5.173, -0.771)
H (1.174, 3.572, 0.214)
H (1.793, 4.343, 1.659)
H (0.318, 3.311, 2.973)
H (-1.013, 4.111, 2.198)
H (-1.590, 1.854, 2.013)
H (0.074, 1.256, 1.841)
H (-0.767, 2.858, -0.529)
H (-1.826, 1.464, -0.229)
H (0.185, 0.047, -0.106)
H (1.226, 1.534, -0.306)
H (-0.701, 0.134, -2.239)
H (-0.335, 1.817, -2.541)
H (1.090, -0.544, -3.390)
H (1.392, 1.120, -3.803)
H (2.872, 1.133, -1.537)
H (3.425, 0.267, -2.951)
H (3.119, -2.932, 0.470)
F (6.522, 0.881, -2.911)
C (7.275, -0.235, -2.859)
C (6.971, -1.209, -1.927)
C (7.744, -2.361, -1.879)
C (8.813, -2.518, -2.752)
C (9.106, -1.527, -3.679)
C (8.330, -0.378, -3.738)
H (6.139, -1.061, -1.251)
H (7.512, -3.134, -1.159)
H (9.417, -3.416, -2.710)
H (9.941, -1.648, -4.357)
H (8.538, 0.402, -4.459)
F (1.136, 0.638, -6.892)
C (2.454, 0.914, -6.920)
C (2.882, 2.111, -7.459)
C (4.240, 2.394, -7.480)
C (5.151, 1.477, -6.973)
C (4.704, 0.276, -6.439)
C (3.346, -0.006, -6.407)
H (2.157, 2.810, -7.856)
H (4.588, 3.332, -7.893)
H (6.210, 1.699, -6.995)
H (5.413, -0.442, -6.047)
H (2.979, -0.934, -5.986)
F (1.413, -3.548, 1.200)
C (0.952, -4.708, 1.721)
C (1.571, -5.237, 2.835)
C (1.092, -6.424, 3.370)
C (0.012, -7.068, 2.780)
C (-0.594, -6.522, 1.656)
C (-0.125, -5.329, 1.124)
H (2.416, -4.723, 3.276)
H (1.562, -6.847, 4.248)
H (-0.357, -7.996, 3.197)
H (-1.433, -7.025, 1.193)
H (-0.588, -4.883, 0.254)
F (-3.493, 0.913, 3.709)
C (-3.141, 1.579, 4.825)
C (-3.060, 2.958, 4.792)
C (-2.698, 3.642, 5.944)
C (-2.413, 2.940, 7.108)
C (-2.495, 1.554, 7.122)
C (-2.866, 0.867, 5.975)
H (-3.278, 3.487, 3.873)
H (-2.637, 4.722, 5.932)
H (-2.127, 3.475, 8.004)
H (-2.269, 1.007, 8.028)
H (-2.943, -0.213, 5.969)
F (-5.777, 4.229, 1.455)
C (-6.345, 3.032, 1.201)
C (-7.169, 2.896, 0.101)
C (-7.747, 1.661, -0.161)
C (-7.503, 0.585, 0.684)
C (-6.677, 0.743, 1.790)
C (-6.090, 1.972, 2.047)
H (-7.352, 3.748, -0.541)
H (-8.387, 1.538, -1.024)
H (-7.957, -0.374, 0.480)
H (-6.490, -0.091, 2.451)
H (-5.437, 2.110, 2.898)
F (-7.125, -2.247, 1.740)
C (-6.264, -3.277, 1.867)
C (-6.543, -4.281, 2.774)
C (-5.656, -5.340, 2.900)
C (-4.502, -5.377, 2.128)
C (-4.237, -4.357, 1.224)
C (-5.125, -3.301, 1.087)
H (-7.443, -4.229, 3.372)
H (-5.865, -6.137, 3.601)
H (-3.809, -6.203, 2.231)
H (-3.335, -4.383, 0.626)
H (-4.940, -2.500, 0.383)

Output
- LUMO energy (eV) = -1.091
- highest occupied orbital energy (eV) = -9.11
- charge = 0
- spin multiplicity = 1
- gap between HOMO and LUMO (eV) = 8.0

---

# 3
C10H12INO3 | ωB97M-V/def2-TZVPD

CARTESIAN COORDINATES (ANGSTROEM)
C (0.544, -0.635, 1.053)
C (2.150, 1.088, 0.561)
C (1.372, -1.571, 0.481)
C (2.981, 0.149, -0.002)
C (0.900, 0.732, 1.106)
C (2.599, -1.190, -0.060)
C (-0.529, 2.157, -1.174)
C (-2.851, -0.675, -0.362)
C (-0.034, 1.659, 1.595)
C (-1.675, 1.423, -0.782)
N (-1.782, 0.093, -0.937)
O (0.456, 1.379, -1.734)
O (-0.387, 3.368, -1.056)
O (3.385, -2.150, -0.620)
I (0.313, 3.693, 1.751)
H (-0.392, -0.944, 1.495)
H (2.467, 2.120, 0.599)
H (1.092, -2.611, 0.439)
H (3.937, 0.450, -0.413)
H (-3.220, -1.405, -1.083)
H (-2.525, -1.212, 0.533)
H (-3.667, -0.008, -0.087)
H (-0.921, 1.323, 2.102)
H (-2.510, 1.970, -0.375)
H (-0.930, -0.392, -1.187)
H (1.210, 1.955, -1.923)
H (4.192, -1.751, -0.968)

Output
- LUMO energy (alpha / beta) (eV) = 0.173 / -0.405
- highest occupied orbital energy (alpha / beta) (eV) = -6.85 / -6.99
- charge = 0
- spin multiplicity = 1
- gap between HOMO and LUMO (alpha / beta) (eV) = 7.0 / 6.6

---

# 4
C45H41F5N4O3S4V | ωB97M-V/def2-TZVPD

CARTESIAN COORDINATES (ANGSTROEM)
V (-0.144, 0.040, -0.812)
F (3.395, -4.059, -5.580)
C (3.101, -3.539, -4.382)
C (2.677, -2.231, -4.271)
F (2.565, -1.469, -5.370)
C (2.381, -1.710, -3.027)
F (2.020, -0.408, -2.997)
C (2.462, -2.440, -1.847)
S (2.053, -1.760, -0.283)
C (2.905, -3.751, -2.003)
F (3.027, -4.551, -0.935)
C (3.220, -4.298, -3.235)
F (3.638, -5.566, -3.327)
O (-0.939, -1.462, 0.282)
S (-0.376, -2.307, 1.430)
C (-1.821, -2.418, 2.568)
C (-2.911, -1.367, 2.318)
C (-3.059, -0.292, 3.416)
C (-2.654, 1.128, 3.030)
S (-0.914, 1.517, 2.863)
O (-0.332, 0.593, 1.818)
C (-0.334, 0.872, 4.416)
C (-0.755, 1.444, 5.611)
C (-0.291, 0.925, 6.809)
C (0.596, -0.147, 6.807)
C (1.027, -0.692, 5.607)
C (0.566, -0.182, 4.398)
C (-0.435, -3.960, 0.776)
C (-0.301, -5.035, 1.643)
C (-0.392, -6.323, 1.139)
C (-0.614, -6.523, -0.218)
C (-0.710, -5.436, -1.075)
C (-0.613, -4.139, -0.584)
H (-1.386, -2.306, 3.564)
H (-2.207, -3.429, 2.468)
H (-3.859, -1.893, 2.208)
H (-2.719, -0.888, 1.358)
H (-2.523, -0.589, 4.321)
H (-4.112, -0.228, 3.700)
H (-3.000, 1.854, 3.773)
H (-3.066, 1.425, 2.062)
H (-1.437, 2.287, 5.612)
H (-0.619, 1.357, 7.745)
H (0.961, -0.544, 7.745)
H (1.727, -1.518, 5.606)
H (0.899, -0.585, 3.450)
H (-0.110, -4.878, 2.699)
H (-0.285, -7.170, 1.806)
H (-0.706, -7.529, -0.606)
H (-0.864, -5.590, -2.136)
H (-0.675, -3.282, -1.243)
N (3.229, 2.950, -0.906)
C (4.099, 3.068, 0.198)
C (5.133, 3.986, 0.162)
C (6.005, 4.103, 1.238)
C (5.840, 3.293, 2.349)
C (4.795, 2.378, 2.383)
C (3.918, 2.268, 1.317)
S (2.575, 1.140, 1.442)
N (1.774, 1.302, -0.051)
C (2.147, 2.116, -0.958)
C (1.276, 2.239, -2.166)
C (1.615, 3.027, -3.255)
C (0.677, 3.288, -4.236)
C (-0.597, 2.778, -4.063)
C (-0.838, 1.936, -3.001)
N (0.096, 1.591, -2.087)
H (3.333, 3.635, -1.631)
H (5.261, 4.611, -0.716)
H (6.811, 4.823, 1.198)
H (6.517, 3.369, 3.189)
H (4.658, 1.739, 3.249)
H (2.617, 3.420, -3.360)
H (0.934, 3.880, -5.104)
H (-1.397, 2.994, -4.758)
H (-1.807, 1.477, -2.875)
C (0.010, 4.258, 0.875)
C (-1.085, 4.336, -0.157)
O (-1.932, 3.194, -0.073)
C (-3.110, 3.372, -0.842)
C (-3.927, 2.103, -0.778)
H (0.772, 5.014, 0.668)
H (0.481, 3.277, 0.863)
H (-0.380, 4.430, 1.878)
H (-0.668, 4.389, -1.173)
H (-1.686, 5.240, -0.005)
H (-2.842, 3.613, -1.879)
H (-3.678, 4.224, -0.449)
H (-3.302, 1.229, -0.968)
H (-4.718, 2.117, -1.529)
H (-4.397, 1.985, 0.200)
N (-4.767, -3.229, -5.902)
C (-4.066, -2.742, -5.130)
C (-3.186, -2.124, -4.161)
C (-1.905, -1.722, -4.527)
C (-1.083, -1.115, -3.587)
C (-1.467, -0.874, -2.252)
C (-2.769, -1.306, -1.941)
C (-3.618, -1.914, -2.855)
H (-1.563, -1.883, -5.542)
H (-0.093, -0.818, -3.920)
H (-3.144, -1.184, -0.928)
H (-4.612, -2.234, -2.564)

Output
- LUMO energy (alpha / beta) (eV) = -0.373 / -0.550
- highest occupied orbital energy (alpha / beta) (eV) = -6.67 / -6.80
- charge = 0
- spin multiplicity = 4
- gap between HOMO and LUMO (alpha / beta) (eV) = 6.3 / 6.3
- <S²> = 3.768

---

# 5
C8H22B2O27 | ωB97M-V/def2-TZVPD

CARTESIAN COORDINATES (ANGSTROEM)
O (-0.574, 0.494, 3.475)
C (-0.210, -0.015, 2.431)
O (-0.073, -1.253, 2.205)
B (0.008, -1.358, 0.758)
O (-0.128, -0.009, 0.241)
C (-0.213, 0.743, 1.226)
O (-0.502, 1.931, 1.143)
O (-1.086, -2.244, 0.177)
C (-0.482, -3.034, -0.506)
O (-1.018, -3.724, -1.376)
C (0.908, -3.000, -0.309)
O (1.280, -1.964, 0.267)
O (1.682, -3.778, -0.818)
O (2.592, 3.062, 2.554)
C (3.226, 2.511, 1.662)
O (2.905, 1.424, 1.142)
B (3.602, 1.316, -0.165)
O (4.129, 2.691, -0.344)
C (4.038, 3.275, 0.748)
O (4.342, 4.458, 0.858)
O (4.550, 0.210, -0.184)
C (4.190, -0.641, -1.045)
O (4.774, -1.635, -1.508)
C (2.904, -0.253, -1.553)
O (2.584, 0.902, -1.161)
O (2.191, -0.902, -2.341)
O (-3.555, 2.541, 1.364)
H (-3.364, 1.639, 1.074)
H (-2.807, 2.962, 1.735)
O (-3.750, 0.369, 3.324)
H (-3.615, 1.295, 3.090)
H (-3.205, 0.130, 4.058)
O (-3.627, -4.051, -0.471)
H (-3.851, -3.509, 0.308)
H (-2.693, -4.011, -0.512)
O (-2.094, 3.273, 3.570)
H (-1.744, 4.030, 4.047)
H (-1.421, 2.609, 3.645)
O (1.285, 3.714, -0.994)
H (0.678, 4.394, -1.280)
H (0.821, 3.264, -0.290)
O (-0.861, 4.964, 1.321)
H (-0.128, 5.223, 1.925)
H (-0.893, 4.004, 1.331)
O (-3.265, 0.021, -0.002)
H (-2.841, -0.430, -0.786)
H (-3.302, -0.732, 0.626)
O (-0.456, -5.025, -4.061)
H (-0.308, -4.710, -4.957)
H (-0.964, -4.329, -3.641)
O (-3.551, -3.392, -3.189)
H (-3.646, -3.965, -2.427)
H (-3.260, -2.572, -2.830)
O (0.057, 1.532, -2.239)
H (-0.163, 1.126, -1.424)
H (1.044, 1.508, -2.249)
O (3.239, -3.838, -2.916)
H (3.992, -3.403, -2.571)
H (2.640, -3.857, -2.178)

Output
- LUMO energy (eV) = 4.075
- highest occupied orbital energy (eV) = -5.03
- charge = -2
- spin multiplicity = 1
- gap between HOMO and LUMO (eV) = 9.1

---

# 6
C4H4N4 | ωB97M-V/def2-TZVPD

CARTESIAN COORDINATES (ANGSTROEM)
H (-2.251, -2.012, 0.174)
N (-2.023, -0.922, -0.222)
C (-0.783, -0.528, -0.361)
N (0.326, -1.351, -0.187)
C (1.474, -0.781, 0.155)
C (1.753, 0.609, -0.102)
N (0.854, 1.448, -0.383)
C (-0.581, 0.906, -0.324)
N (-1.494, 1.795, 0.169)
H (-2.408, 1.236, 0.704)
H (2.465, -1.280, 0.657)
H (2.667, 0.881, -0.279)

Output
- LUMO energy (eV) = -1.726
- highest occupied orbital energy (eV) = -9.54
- charge = 0
- spin multiplicity = 1
- SMILES string = [H]/N=C1\N=CC=N\C1=N\[H]
- gap between HOMO and LUMO (eV) = 7.8

---

# 7
C4H8O2 | ωB97M-V/def2-TZVPD

CARTESIAN COORDINATES (ANGSTROEM)
C (-0.187, 1.222, 0.638)
C (-0.159, 0.043, -0.343)
C (-1.282, -1.051, -0.283)
C (1.206, -0.672, 0.009)
O (1.192, -1.684, 0.759)
O (2.422, 0.051, -0.374)
H (-0.194, 0.874, 1.739)
H (0.644, 1.972, 0.631)
H (-1.070, 1.811, 0.402)
H (-0.039, 0.320, -1.460)
H (-0.804, -2.065, -0.657)
H (-2.080, -0.589, -1.164)
H (-1.835, -1.270, 0.836)
H (2.186, 1.037, -0.733)

Output
- LUMO energy (eV) = 0.487
- highest occupied orbital energy (eV) = -10.30
- charge = 0
- spin multiplicity = 1
- SMILES string = CC(C)C(=O)O
- gap between HOMO and LUMO (eV) = 10.8

---

# 8
C3H8N3S | ωB97M-V/def2-TZVPD

CARTESIAN COORDINATES (ANGSTROEM)
C (0.963, -0.492, -0.831)
C (1.028, -1.392, -1.994)
C (-1.235, 0.958, 1.928)
N (1.791, 0.162, -0.236)
N (-0.719, -0.108, -0.237)
N (-0.611, 0.920, 0.533)
S (1.568, 1.295, 0.795)
H (0.157, -1.204, -2.799)
H (0.895, -2.526, -1.740)
H (1.848, -1.170, -2.629)
H (-1.053, -0.056, 2.429)
H (-0.534, 1.525, 2.577)
H (-2.366, 1.154, 1.894)
H (-1.023, -0.951, 0.247)
H (-0.709, 1.887, 0.062)

Output
- LUMO energy (eV) = -5.410
- highest occupied orbital energy (eV) = -13.69
- charge = +1
- spin multiplicity = 1
- gap between HOMO and LUMO (eV) = 8.3

---

no.,E_tot (eV),M (g/mol)
1,-63638.9611,662.72
2,-156434.5971,923.77
3,-26295.9180,321.11
4,-142046.7900,960.05
5,-65301.2515,571.86
6,-10168.4406,108.10
7,-8370.8455,88.11
8,-18535.5390,118.18